{
  "formula": "C20H32N4O6S2SbSe4Ti",
  "method": "ωB97M-V/def2-TZVPD",
  "species": ["Ti", "O", "C", "O", "C", "C", "C", "C", "C", "N", "C", "O", "O", "H", "H", "H", "H", "C", "C", "C", "S", "O", "C", "C", "C", "H", "H", "H", "H", "H", "H", "H", "H", "H", "H", "H", "H", "H", "H", "Se", "Sb", "Se", "Se", "Se", "C", "C", "C", "O", "H", "H", "H", "H", "H", "H", "H", "C", "C", "C", "N", "N", "C", "N", "S", "H", "H", "H", "H", "H", "H", "H"],
  "positions_angstrom": [[-0.695, 1.307, -0.642], [0.356, 4.752, -1.915], [-0.068, 3.898, -1.070], [-1.126, 3.219, -1.180], [0.748, 3.671, 0.163], [1.920, 4.344, 0.428], [2.573, 4.014, 1.611], [2.007, 3.079, 2.460], [0.811, 2.453, 2.110], [0.220, 2.726, 0.949], [0.082, 1.525, 3.084], [0.792, 0.736, 3.735], [-1.145, 1.716, 3.141], [-0.015, 4.599, -2.898], [2.310, 5.047, -0.292], [3.511, 4.487, 1.866], [2.472, 2.803, 3.395], [-0.727, -4.427, 0.867], [-0.661, -2.988, 1.359], [-2.024, -2.314, 1.290], [-1.899, -0.623, 1.890], [-0.923, -0.041, 0.852], [-3.523, -0.064, 1.341], [-3.857, 1.339, 1.826], [-4.185, 1.386, 3.312], [0.259, -4.888, 0.913], [-1.068, -4.472, -0.168], [-1.409, -5.029, 1.473], [0.048, -2.414, 0.761], [-0.290, -2.954, 2.387], [-2.753, -2.814, 1.935], [-2.406, -2.276, 0.266], [-4.241, -0.796, 1.722], [-3.470, -0.120, 0.252], [-4.710, 1.688, 1.238], [-3.022, 2.010, 1.612], [-5.023, 0.722, 3.542], [-4.466, 2.396, 3.610], [-3.319, 1.097, 3.904], [-0.248, 3.813, -4.685], [1.839, 2.606, -4.343], [1.175, 0.946, -1.866], [2.333, 0.848, -5.858], [3.523, 3.867, -3.218], [-2.804, 0.946, -3.789], [-2.659, -0.004, -2.615], [-1.793, -1.207, -2.941], [-2.125, 0.701, -1.507], [-3.238, 0.424, -4.643], [-1.826, 1.340, -4.079], [-3.442, 1.791, -3.530], [-3.657, -0.352, -2.301], [-0.827, -0.882, -3.334], [-2.288, -1.829, -3.689], [-1.609, -1.807, -2.044], [4.557, -4.337, -1.532], [4.835, -2.866, -1.230], [3.961, -2.340, -0.140], [2.860, -1.715, -0.345], [2.194, -1.366, 0.802], [2.815, -1.749, 1.869], [2.331, -1.560, 3.133], [4.307, -2.586, 1.554], [5.186, -4.688, -2.350], [3.514, -4.470, -1.820], [4.751, -4.962, -0.658], [4.639, -2.255, -2.110], [5.885, -2.730, -0.961], [1.714, -0.741, 3.232], [3.012, -1.634, 3.871]],
  "lowdin_charge": [0.6542, 0.0310, -0.5209, -0.0748, -0.2206, 0.0198, -0.0153, 0.0264, -0.1327, 0.0994, -0.6640, -0.0290, -0.0490, -0.0911, 0.1079, 0.1120, 0.1202, -0.1007, -0.3029, -0.3408, 1.0769, -0.5925, -0.3249, -0.2905, -0.1125, 0.0718, 0.0733, 0.0702, 0.0786, 0.1090, 0.1019, 0.0952, 0.1022, 0.0756, 0.1140, 0.0958, 0.0700, 0.0753, 0.0579, 0.0622, -0.1688, 0.2777, -0.1890, -0.1588, -0.0510, -0.4982, -0.0527, -0.3328, 0.0829, 0.0319, 0.0838, 0.1319, 0.0602, 0.0823, 0.0695, -0.1073, -0.2511, -0.6343, 0.0090, 0.0036, -0.7212, 0.0894, 1.0475, 0.0674, 0.0759, 0.0646, 0.1160, 0.1017, 0.0521, 0.0790],
  "homo_ev": -4.8,
  "spin_multiplicity": 1,
  "total_charge": -1,
  "de_lowest_kj_mol": 147.4,
  "gap_ev": 6.5665
}

=====

{
  "formula": "C23H21N10RbS3",
  "method": "ωB97M-V/def2-TZVPD",
  "species": ["Rb", "S", "N", "C", "C", "C", "C", "C", "N", "C", "C", "N", "C", "C", "C", "C", "C", "N", "H", "H", "H", "H", "H", "H", "S", "C", "N", "C", "C", "C", "C", "C", "C", "S", "H", "H", "H", "H", "C", "N", "C", "C", "N", "N", "C", "N", "N", "H", "H", "H", "H", "H", "H", "H", "H", "H", "H", "H"],
  "positions_angstrom": [[-0.515, -0.484, -0.019], [1.492, -5.054, 7.192], [0.262, -5.190, 6.154], [0.442, -4.276, 5.220], [-0.444, -4.011, 4.113], [-1.634, -4.716, 3.909], [-2.453, -4.346, 2.870], [-2.069, -3.267, 2.069], [-0.937, -2.605, 2.234], [-0.115, -2.972, 3.226], [1.159, -2.247, 3.364], [1.500, -1.385, 2.397], [2.634, -0.716, 2.507], [3.500, -0.839, 3.593], [3.177, -1.735, 4.585], [1.996, -2.472, 4.473], [1.620, -3.492, 5.422], [2.299, -3.836, 6.500], [-1.878, -5.532, 4.577], [-3.383, -4.860, 2.670], [-2.702, -2.938, 1.252], [2.874, -0.053, 1.682], [4.410, -0.256, 3.631], [3.810, -1.899, 5.447], [-2.644, -2.819, -1.399], [-2.972, -1.484, -2.365], [-2.507, -0.267, -2.208], [-2.951, 0.602, -3.177], [-2.629, 1.957, -3.264], [-3.150, 2.715, -4.302], [-3.986, 2.146, -5.259], [-4.321, 0.801, -5.188], [-3.803, 0.042, -4.150], [-4.038, -1.643, -3.794], [-1.990, 2.398, -2.507], [-2.914, 3.771, -4.369], [-4.387, 2.753, -6.062], [-4.977, 0.345, -5.919], [0.840, 2.621, -4.373], [1.375, 3.083, -3.105], [1.436, 4.530, -2.962], [1.423, 2.242, -2.018], [0.950, 1.067, -1.919], [2.167, 2.782, -0.949], [2.029, 2.471, 0.393], [3.184, 2.723, 1.120], [0.944, 2.021, 0.887], [1.462, 3.009, -5.183], [-0.188, 2.955, -4.532], [0.860, 1.537, -4.427], [1.529, 4.970, -3.953], [2.297, 4.859, -2.385], [0.534, 4.937, -2.494], [0.341, 0.813, -2.689], [3.028, 3.225, -1.212], [3.921, 3.262, 0.699], [3.070, 2.875, 2.107], [1.024, 1.880, 1.889]],
  "lowdin_charge": [0.7578, 1.0044, -0.2173, -0.3033, -0.0908, 0.0064, -0.0238, -0.1328, 0.0809, -0.1477, -0.1392, 0.1006, -0.1323, -0.0422, 0.0038, -0.0879, -0.3068, -0.2199, 0.1188, 0.1122, 0.0363, 0.0943, 0.1053, 0.1189, 0.4313, -1.2115, -0.0954, -0.3443, -0.0517, -0.1203, -0.1120, -0.1035, -0.4949, 0.9767, 0.1035, 0.0943, 0.0946, 0.1032, -0.0442, -0.1587, -0.0506, -0.4522, 0.0676, 0.1179, -0.5441, 0.1303, 0.0697, 0.0906, 0.0810, 0.0874, 0.0866, 0.0728, 0.0960, 0.0288, 0.1290, 0.0875, 0.0972, 0.0418],
  "homo_ev": -6.4,
  "spin_multiplicity": 1,
  "total_charge": 0,
  "de_lowest_kj_mol": 0.0,
  "gap_ev": 5.8183
}

=====

Question: Number 1 is which compound?
Answer: C20H32N4O6S2SbSe4Ti